(1)
{
  "formula": "C42H54N13O4STi",
  "method": "ωB97M-V/def2-TZVPD",
  "gap_ev": [6.0, 6.6],
  "largest_force_ev_per_a": 5.52,
  "charge": -1,
  "lumo_ev": [2.25, 1.85],
  "multiplicity": 3,
  "e_above_lowest_ev": 3.403,
  "e_tot_ha": -3893.3229,
  "s_squared": 2.02,
  "symbols": ["Ti", "C", "C", "N", "N", "C", "N", "S", "C", "C", "C", "C", "C", "N", "H", "H", "H", "H", "H", "H", "H", "H", "H", "C", "C", "C", "C", "C", "C", "C", "C", "C", "C", "C", "C", "N", "C", "O", "C", "C", "C", "C", "C", "N", "C", "O", "N", "C", "C", "C", "C", "C", "C", "C", "C", "C", "C", "C", "C", "H", "H", "H", "H", "H", "H", "H", "H", "H", "H", "H", "H", "H", "H", "H", "H", "H", "H", "H", "H", "H", "H", "H", "H", "H", "H", "H", "H", "H", "H", "H", "H", "H", "H", "H", "H", "H", "N", "N", "N", "C", "N", "N", "H", "H", "H", "N", "C", "C", "O", "O", "H", "H", "H", "H", "H"],
  "positions_angstrom": [[13.26426, -11.49339, 12.79735], [12.26544, -10.13768, 8.68446], [12.86144, -10.49455, 10.02011], [12.42331, -10.20226, 11.19086], [11.29550, -9.46725, 11.21436], [11.26596, -8.17383, 10.99961], [10.04190, -7.53635, 11.13374], [12.70857, -7.18100, 10.91235], [14.19185, -11.23937, 9.93983], [15.11292, -10.93058, 8.96399], [16.42834, -11.42635, 9.07455], [16.63535, -12.31342, 10.08097], [15.67938, -12.68134, 10.96463], [14.48083, -12.01780, 11.00769], [12.36084, -9.03059, 8.48486], [12.68043, -10.67371, 7.82867], [11.12696, -10.33232, 8.77332], [9.25149, -8.19301, 11.11928], [10.04056, -6.57038, 10.81967], [14.87051, -10.38418, 8.07229], [17.09805, -11.28337, 8.22402], [17.56260, -12.82403, 10.02624], [15.81075, -13.39087, 11.73472], [13.11439, -7.49335, 15.36934], [11.92506, -8.16221, 14.68850], [10.93211, -7.00652, 14.33631], [11.21278, -9.15267, 15.59765], [10.20774, -8.72292, 16.49480], [9.69912, -9.60004, 17.43069], [10.21575, -10.87967, 17.62477], [11.20084, -11.40125, 16.76109], [11.46539, -12.85006, 16.81302], [10.20940, -13.70009, 17.11361], [12.60096, -13.23586, 17.82779], [11.68948, -10.48924, 15.75328], [12.79501, -10.97878, 14.88013], [13.92588, -11.25680, 15.57198], [14.29935, -10.56517, 16.75848], [14.79731, -12.31047, 15.12865], [15.87825, -12.84305, 15.72821], [16.34666, -14.09527, 15.56322], [15.57569, -14.77031, 14.66775], [14.51676, -14.25827, 13.93307], [14.27009, -12.93180, 13.98553], [13.62189, -15.23119, 13.08515], [13.87219, -16.46130, 13.25380], [12.66386, -14.66374, 12.41857], [11.67128, -15.39403, 11.76149], [10.54124, -15.82218, 12.48129], [9.49153, -16.43034, 11.78401], [9.46018, -16.59014, 10.40390], [10.62214, -16.29303, 9.73101], [11.75100, -15.72464, 10.36091], [13.05056, -15.82714, 9.56971], [13.96842, -14.62989, 9.60071], [13.63771, -17.23090, 9.89193], [10.45415, -15.72451, 14.03470], [11.11087, -16.90002, 14.70270], [8.97835, -15.63412, 14.38967], [13.66672, -6.88732, 14.64294], [12.77953, -6.88721, 16.17923], [13.86982, -8.15776, 15.80129], [12.27005, -8.64962, 13.78007], [10.76618, -6.45702, 15.27382], [9.99771, -7.35996, 13.94984], [11.40433, -6.51024, 13.48888], [9.61054, -7.78366, 16.47016], [8.87902, -9.35006, 18.11605], [9.87774, -11.60599, 18.35412], [12.01446, -13.01979, 15.83152], [10.12720, -13.80670, 18.24477], [10.44461, -14.71224, 16.77549], [9.35212, -13.27680, 16.60597], [12.31380, -12.87966, 18.83702], [13.47276, -12.71746, 17.52996], [12.75455, -14.35417, 17.83738], [16.32743, -12.08932, 16.40212], [17.29141, -14.37797, 15.97785], [15.78356, -15.88105, 14.41764], [8.64276, -16.78360, 12.38617], [8.53410, -16.93201, 9.90978], [10.72650, -16.42314, 8.64191], [12.71802, -15.82302, 8.51026], [14.45723, -14.64743, 10.61864], [13.32509, -13.77774, 9.49179], [14.69219, -14.80956, 8.82424], [14.15582, -17.20373, 10.89723], [14.26728, -17.52164, 8.96577], [12.83040, -17.99636, 9.89539], [11.04154, -14.78200, 14.26554], [10.71415, -17.86104, 14.30978], [10.91629, -16.84279, 15.77700], [12.19507, -16.96059, 14.63642], [8.40247, -16.60251, 14.21202], [8.44886, -14.79277, 13.91649], [8.80544, -15.57491, 15.44580], [8.64393, -13.42512, 10.95351], [9.49244, -12.91807, 11.86874], [9.16944, -12.69205, 13.12212], [10.32159, -12.21262, 13.60624], [11.24440, -12.11168, 12.61748], [10.70528, -12.58092, 11.52899], [8.95690, -14.36397, 10.79244], [7.77878, -13.27861, 11.40695], [10.43256, -11.86620, 14.62356], [16.85244, -7.36332, 13.38302], [15.62432, -7.79638, 12.69360], [15.53718, -9.34520, 12.55352], [16.50801, -9.91391, 12.03284], [14.49667, -9.92521, 12.95008], [17.60489, -7.28329, 12.68522], [17.22379, -8.05012, 14.04485], [13.53347, -9.93957, 16.99442], [14.73177, -7.39868, 13.18294], [15.66449, -7.34071, 11.69917]],
  "forces_ev_per_a": [[0.98, 0.19, 0.82], [-2.12, 1.30, 0.56], [1.86, -0.74, -1.21], [0.53, 0.12, -1.54], [-2.32, 0.39, 0.30], [1.82, 0.19, 1.23], [0.34, -1.13, -0.31], [-0.82, -0.17, -0.49], [-1.12, 0.91, 1.80], [1.46, -0.48, -0.57], [-2.58, 0.55, -1.25], [1.55, -0.98, -0.65], [-2.25, 2.22, 0.81], [1.03, -0.50, -1.07], [-0.06, -1.00, 0.28], [0.00, -0.16, 0.40], [1.71, 0.26, -0.23], [0.30, 1.02, -0.18], [-0.39, -0.62, 0.06], [-0.36, 0.43, 0.06], [0.17, 0.16, 0.67], [0.79, -0.56, 0.56], [0.38, -0.63, 0.68], [0.87, -0.62, -0.39], [-1.29, 0.35, 0.05], [1.22, -0.95, -0.02], [0.69, -0.43, 1.11], [-1.09, -0.14, -0.34], [-0.17, -1.05, 1.51], [0.93, -0.36, -1.18], [-1.25, 2.70, -0.24], [2.31, -1.04, -0.43], [1.60, -0.28, 0.72], [-1.67, -0.65, 0.28], [1.15, -0.19, -0.15], [-0.10, 0.06, 1.74], [0.23, 1.20, 0.81], [-1.99, -0.08, -1.26], [-3.05, 0.86, -2.34], [2.11, 2.88, 3.33], [0.24, 1.24, -0.65], [-0.41, -5.13, -1.99], [0.37, 0.01, -0.53], [-0.66, -0.18, 0.53], [0.91, -1.04, 1.12], [-0.03, 1.02, -0.50], [0.04, 0.83, -0.35], [0.63, -0.61, -0.79], [-0.20, -0.55, 0.07], [-0.66, -0.13, 0.75], [-0.45, -0.20, 0.29], [0.99, 0.95, -0.78], [-0.63, -0.42, 1.01], [-1.54, -0.45, -0.65], [0.37, -1.78, 2.28], [0.73, 0.11, -1.14], [0.32, 1.18, -1.91], [0.17, -1.01, 0.65], [-1.17, -0.97, 0.38], [-0.34, 0.12, 0.23], [-0.36, 0.73, 0.63], [-0.17, -0.32, -0.25], [-0.05, -0.09, -0.08], [0.10, 0.47, -0.71], [-0.62, -0.42, -0.05], [-0.04, 0.81, 0.40], [1.20, -0.48, -0.48], [0.30, 0.42, -0.46], [-0.50, 0.53, 0.23], [-1.26, -0.61, 0.65], [-0.42, 0.44, -1.37], [-0.36, 0.05, -0.16], [-0.43, -0.25, 0.22], [0.16, -0.32, -0.31], [1.14, 0.21, -0.05], [-0.08, 1.19, -0.02], [0.09, -0.85, 0.06], [0.10, -0.55, 0.22], [-0.51, 1.87, 0.60], [0.34, 0.24, -0.63], [0.73, 0.00, 0.20], [-0.28, -0.17, 0.52], [-0.04, -0.46, 0.34], [-0.42, 0.36, -1.35], [0.25, 0.68, -0.21], [0.49, 0.57, -0.35], [-0.33, -0.28, -1.24], [-0.25, 0.32, 1.80], [0.43, 0.61, 0.26], [-0.87, -0.86, 0.14], [0.05, 0.51, 0.27], [-0.28, -0.19, 0.12], [-0.02, 0.27, -0.51], [0.87, 1.09, -0.30], [0.24, -0.47, 0.09], [0.27, 0.53, 0.86], [0.33, 0.76, -0.72], [2.01, 1.20, 0.24], [0.93, 0.15, 0.38], [-0.73, 0.29, -0.89], [-1.04, -0.65, 1.20], [-0.62, 0.16, -0.04], [-0.53, -0.95, -0.17], [-1.48, -0.71, -0.03], [0.03, -0.15, -0.36], [0.86, 0.09, -0.30], [0.16, -0.42, 0.38], [2.17, 1.13, -1.56], [-0.38, 0.16, 0.42], [-1.64, -0.92, 0.86], [-0.55, -0.08, 0.44], [-0.54, 0.12, -0.25], [1.47, -1.28, -0.62], [0.26, -0.21, -0.09], [-0.24, -0.33, 0.06]]
}

---

(2)
{
  "formula": "C30H79InNO9S2",
  "method": "ωB97M-V/def2-TZVPD",
  "gap_ev": 6.2,
  "largest_force_ev_per_a": 7.56,
  "charge": -1,
  "lumo_ev": 1.79,
  "e_tot_ha": -2908.5434,
  "symbols": ["C", "C", "C", "C", "C", "In", "S", "C", "C", "C", "C", "N", "C", "C", "O", "C", "S", "C", "C", "H", "H", "H", "H", "H", "H", "H", "H", "H", "H", "H", "H", "H", "H", "H", "H", "H", "H", "H", "H", "H", "H", "H", "H", "H", "H", "H", "H", "H", "H", "H", "C", "C", "O", "H", "H", "H", "H", "H", "H", "C", "C", "O", "H", "H", "H", "H", "H", "H", "C", "C", "O", "H", "H", "H", "H", "H", "H", "C", "C", "O", "H", "H", "H", "H", "H", "H", "C", "C", "O", "H", "H", "H", "H", "H", "H", "C", "C", "O", "H", "H", "H", "H", "H", "H", "C", "C", "O", "H", "H", "H", "H", "H", "H", "C", "C", "O", "H", "H", "H", "H", "H", "H"],
  "positions_angstrom": [[-5.39354, 0.53251, 1.05905], [-4.89937, 0.35962, -0.52687], [-3.36539, -0.21879, -0.52414], [-3.22739, -1.82639, -0.82008], [-2.61031, -2.13231, -2.32522], [-1.78317, -2.66842, 0.73325], [-1.51406, -5.13120, 0.17910], [0.28410, -1.74919, 0.68903], [0.44880, -0.43690, -0.27932], [0.44438, 1.00797, 0.51112], [-0.26215, 2.22608, -0.36582], [0.81076, 2.75660, -1.29898], [1.34982, 4.08392, -0.81184], [2.61550, 4.24210, 0.23870], [0.74407, 5.19469, -1.28843], [-2.84460, -2.55364, 2.73230], [-1.71310, -2.37654, 4.21693], [-2.19804, -0.69632, 4.95728], [-1.60892, 0.44109, 3.90574], [-4.54242, 0.95283, 1.74844], [-6.28832, 1.29973, 1.05851], [-5.76499, -0.50720, 1.45615], [-5.63384, -0.32902, -1.12336], [-4.85495, 1.45582, -0.95986], [-2.90599, -0.00460, 0.53502], [-2.73226, 0.33985, -1.33449], [-4.25746, -2.40058, -0.63319], [-1.51656, -1.70208, -2.40796], [-2.53809, -3.28165, -2.54419], [-3.26581, -1.54991, -3.11775], [-1.75381, -5.78196, 1.41461], [0.69373, -1.45308, 1.74906], [1.03644, -2.57793, 0.27584], [-0.36102, -0.35878, -1.13678], [1.49270, -0.50864, -0.82972], [1.54888, 1.37690, 0.75729], [-0.12474, 0.97719, 1.54052], [-0.72406, 3.06630, 0.33862], [-1.10205, 1.75647, -1.03514], [0.31210, 2.92837, -2.21725], [3.10017, 3.19802, 0.50462], [3.43742, 4.94406, -0.24490], [2.23223, 4.76736, 1.22410], [-3.65048, -1.69399, 2.63935], [-3.45687, -3.57081, 2.84710], [-1.68927, -0.56244, 6.02171], [-3.35806, -0.54267, 5.04594], [-0.54614, 0.81915, 4.26275], [-2.36791, 1.30710, 3.68077], [-1.44766, -0.12892, 2.87507], [6.78665, 4.70706, 3.20397], [5.58231, 3.95002, 2.68380], [5.79023, 3.57980, 1.32873], [6.96614, 5.60435, 2.60264], [6.64035, 5.00370, 4.24639], [7.68997, 4.09212, 3.13566], [4.68615, 4.57551, 2.73329], [5.40403, 3.04442, 3.27184], [6.58333, 3.01767, 1.29681], [4.54783, 6.01673, -3.91787], [3.64160, 5.09687, -4.70954], [3.34332, 3.93626, -3.94762], [5.47819, 5.50441, -3.65160], [4.79095, 6.91445, -4.49322], [4.07034, 6.31762, -2.97964], [4.13107, 4.78104, -5.63553], [2.70356, 5.59763, -4.96843], [2.90132, 4.22699, -3.13146], [-0.32358, -7.78291, -4.20273], [-1.67455, -7.68487, -3.52497], [-1.56311, -8.07082, -2.16294], [0.06380, -8.80529, -4.14236], [-0.39322, -7.49297, -5.25492], [0.40688, -7.13589, -3.70615], [-2.39557, -8.34924, -4.01029], [-2.06276, -6.66262, -3.56964], [-0.92704, -7.46943, -1.73896], [10.57862, 1.71202, 4.81163], [9.15179, 2.21703, 4.86851], [8.35110, 1.51554, 3.92867], [10.99346, 1.84347, 3.80685], [11.21008, 2.24600, 5.52728], [10.61975, 0.64102, 5.03541], [9.11255, 3.28234, 4.62281], [8.72547, 2.07712, 5.86670], [8.38580, 0.57163, 4.16073], [-3.24539, -0.21459, -6.60305], [-3.90097, -1.57609, -6.70620], [-4.49022, -1.92622, -5.46253], [-2.47830, -0.21520, -5.82168], [-2.78234, 0.06817, -7.55261], [-3.97987, 0.54922, -6.32750], [-3.15987, -2.33973, -6.96000], [-4.67831, -1.58001, -7.47654], [-5.15276, -1.24648, -5.25037], [-7.79341, 1.51220, -5.33139], [-7.43634, 0.70788, -4.09863], [-6.13842, 1.06431, -3.64602], [-7.06568, 1.33538, -6.13019], [-8.78963, 1.24594, -5.69565], [-7.77257, 2.58499, -5.11351], [-7.43679, -0.36218, -4.32616], [-8.15204, 0.88926, -3.29081], [-6.15098, 2.01448, -3.43858], [6.01270, 1.33758, 8.60942], [6.24966, 2.83216, 8.67432], [6.21624, 3.38582, 7.36709], [6.77324, 0.85416, 7.98745], [6.03988, 0.89470, 9.60899], [5.04189, 1.11868, 8.15288], [7.22978, 3.04589, 9.11077], [5.48563, 3.32453, 9.28385], [5.33891, 3.19798, 6.99154], [-4.92093, -6.56780, -1.61154], [-5.95878, -6.39864, -0.52142], [-5.45777, -6.90308, 0.70783], [-4.65586, -7.62360, -1.72983], [-5.29346, -6.18780, -2.56697], [-3.99939, -6.03502, -1.35518], [-6.86981, -6.95043, -0.77107], [-6.21955, -5.34416, -0.38806], [-4.65365, -6.40078, 0.92486]],
  "forces_ev_per_a": [[-0.57, -0.07, -0.94], [0.86, 0.75, 1.32], [-0.25, -0.70, -0.33], [0.02, -0.13, -0.43], [-0.39, 0.79, 0.35], [-0.09, 0.46, 0.10], [-0.29, -0.92, 1.22], [1.80, 0.51, -0.38], [0.71, 0.63, -0.34], [-0.44, 0.82, 0.43], [0.25, -1.50, 1.10], [-0.32, 2.52, 0.21], [-3.04, 4.10, -2.20], [-0.34, -0.43, -0.20], [3.90, -5.95, 2.56], [-1.81, -0.49, -0.02], [-1.27, 1.02, 0.34], [0.19, 1.26, -0.41], [0.13, -0.77, -0.58], [-1.58, -0.87, -1.44], [1.64, -1.59, 0.25], [0.75, 2.06, -0.58], [1.46, 1.46, 1.08], [-0.35, -2.22, 0.59], [-0.78, -0.06, -1.98], [-1.11, -0.95, 1.49], [2.01, 1.37, -0.68], [-2.08, -0.81, 0.24], [-0.36, 2.21, 0.33], [1.32, -1.48, 1.23], [0.30, 0.92, -1.37], [-0.80, -0.60, -1.86], [-1.62, 1.67, 0.91], [1.49, -0.32, 1.79], [-2.09, 0.23, 0.96], [-2.30, -0.90, -0.53], [1.05, -0.31, -1.99], [0.94, -1.74, -1.55], [1.54, 1.03, 1.40], [1.02, 0.36, 1.47], [-1.08, 2.25, -0.65], [-1.86, -1.53, 0.89], [0.64, -1.09, -2.12], [1.65, -1.53, 0.54], [1.21, 2.21, 0.03], [-1.14, -0.48, -2.27], [2.21, -0.61, -0.08], [-2.31, -0.58, -0.77], [1.57, -1.43, 0.73], [-0.28, 1.32, 2.17], [0.10, 0.22, 0.14], [0.38, -0.15, 0.01], [0.11, -0.20, -0.29], [-0.13, -0.07, 0.08], [0.09, -0.03, -0.03], [-0.17, -0.03, 0.08], [0.07, -0.12, -0.19], [-0.04, 0.10, 0.18], [-0.44, 0.25, 0.04], [0.22, 0.16, 0.01], [-0.10, 0.04, 0.42], [-0.14, -0.12, 0.15], [-0.11, 0.04, -0.12], [0.00, 0.00, 0.10], [-0.04, 0.06, -0.13], [-0.11, -0.14, 0.16], [0.07, 0.15, -0.14], [0.15, -0.17, -0.41], [0.15, -0.06, -0.23], [0.30, 0.14, 0.39], [0.11, -0.11, 0.03], [-0.12, 0.08, -0.04], [0.09, 0.01, 0.03], [-0.11, 0.05, -0.09], [0.03, 0.02, 0.21], [-0.05, 0.02, -0.20], [-0.47, -0.10, 0.01], [0.24, 0.07, -0.03], [0.15, -0.33, 0.12], [-0.24, -0.28, -0.16], [-0.07, 0.07, 0.14], [0.00, -0.10, -0.04], [0.01, 0.09, 0.10], [-0.14, -0.22, -0.02], [0.08, 0.21, 0.08], [-0.07, 0.52, -0.17], [0.22, 0.16, -0.06], [-0.16, 0.29, 0.27], [-0.35, -0.04, 0.02], [-0.09, -0.08, -0.14], [-0.02, 0.06, 0.05], [0.01, -0.05, -0.09], [-0.18, -0.01, 0.18], [0.11, 0.00, -0.23], [0.42, -0.29, 0.02], [-0.13, -0.02, -0.24], [0.09, 0.41, 0.01], [0.15, 0.17, 0.01], [-0.10, -0.06, 0.10], [0.05, 0.09, -0.02], [-0.10, -0.08, 0.03], [0.14, 0.11, 0.15], [-0.17, -0.14, -0.08], [0.08, -0.54, -0.05], [0.06, -0.22, 0.10], [-0.28, -0.19, -0.17], [-0.16, 0.18, -0.29], [-0.04, 0.10, 0.13], [-0.05, -0.03, -0.10], [0.03, 0.02, 0.14], [-0.11, 0.11, -0.20], [0.07, -0.07, 0.20], [0.49, 0.10, 0.16], [0.08, -0.02, -0.25], [0.45, 0.09, -0.03], [0.04, 0.02, 0.38], [-0.08, 0.11, 0.03], [0.04, 0.01, 0.00], [-0.11, 0.01, -0.03], [0.07, -0.01, 0.23], [-0.11, 0.06, -0.18], [-0.28, -0.23, -0.19]]
}

---

(3)
{
  "formula": "C3H4O4Sm",
  "method": "ωB97M-V/def2-TZVPD",
  "gap_ev": [6.9, 8.5],
  "largest_force_ev_per_a": 5.74,
  "charge": 2,
  "lumo_ev": [-10.17, -10.16],
  "multiplicity": 7,
  "e_above_lowest_ev": 1.698,
  "e_tot_ha": -1074.9132,
  "s_squared": 12.01,
  "symbols": ["O", "C", "C", "O", "O", "C", "H", "H", "H", "Sm", "O", "H"],
  "positions_angstrom": [[-0.07383, -1.11390, 0.06891], [0.88220, 0.18899, -0.37506], [-1.41799, -0.65102, 0.05481], [1.82195, 0.06400, -1.24845], [-0.06510, 1.17241, -0.57231], [-1.29306, 0.83368, -0.06334], [-1.93762, -0.94102, 0.98157], [-1.92896, -1.09606, -0.81682], [-2.10460, 1.50037, -0.34973], [3.85497, 0.39197, 0.02181], [1.48865, 0.23271, 0.91590], [0.77340, -0.58214, 1.38270]],
  "forces_ev_per_a": [[-0.08, 1.55, -0.90], [3.55, -3.98, 1.22], [1.91, 0.31, 1.32], [-1.73, 0.61, 0.51], [-5.14, 0.56, 2.31], [2.91, -0.86, -4.88], [-0.14, -0.09, -0.23], [-0.48, 0.65, -0.03], [0.12, 0.63, 0.86], [-0.87, -0.27, -0.37], [-2.66, -1.72, 1.82], [2.61, 2.62, -1.64]]
}